Entry 1:
This record from the Open Molecules 2025 dataset describes 5 unconnected molecules or ions with the total composition C37H80BrINO3. The level of theory is the ωB97M-V functional and the def2-TZVPD basis.

Its total charge is +1. The value obtained for the HOMO energy is -0.4418 Eh. The HOMO-LUMO gap comes out at 9.52 eV. The value obtained for the total energy is -125435.860 eV.

```
123
Properties=species:S:1:pos:R:3:forces:R:3
I 2.27750 -4.80538 1.16800 -0.23 0.62 -0.15
Br -1.02774 0.12299 3.77912 -0.21 -0.05 -0.50
O -2.11061 1.09267 -1.06116 0.48 0.11 -0.24
O 5.23935 0.59048 0.32452 -0.41 0.60 0.45
O 0.98605 1.88894 3.91025 2.53 1.04 2.53
N 0.48857 0.34749 0.02762 0.17 0.51 -0.66
C 1.60773 1.04626 -0.69407 1.45 -0.29 -0.60
C 0.10987 2.15782 1.77726 -0.37 -0.65 -0.46
C -1.91480 -3.12343 6.91795 -0.06 0.04 0.09
C -3.00945 -5.45023 7.13386 0.01 0.01 0.15
C -1.31176 2.04771 -0.38135 0.31 -1.13 0.73
C -1.75669 -4.59303 7.31319 0.05 -0.06 -0.11
C 4.45591 5.98534 0.65743 -0.16 0.04 -0.07
C 1.52705 -2.90575 0.42884 0.13 -0.11 -0.60
C 6.43996 6.07464 -3.72622 -0.04 0.13 0.04
C -0.67710 0.40018 -5.83117 0.07 0.11 0.10
C 5.02582 0.51675 1.72623 0.13 -0.62 0.62
C -0.75356 -1.82590 -0.15957 0.42 0.20 -0.56
C -1.36476 -3.40461 4.44385 -0.13 0.02 -0.10
C 6.82482 5.37156 -1.30424 0.01 0.09 0.09
C -6.00030 -2.14578 0.25337 -0.06 0.12 -0.03
C -4.02464 -1.22657 1.63508 0.02 0.12 -0.13
C -6.85353 -2.53210 1.46099 0.00 -0.13 -0.07
C 0.17385 -3.05871 -0.31461 0.07 -0.11 0.87
C -2.36079 -2.88564 5.47652 0.14 0.03 -0.03
C 5.54862 4.54441 -1.14227 -0.05 -0.08 -0.09
C -0.22220 -0.56231 -0.94173 -1.05 -1.75 0.08
C -4.49154 -2.14140 0.50382 0.04 -0.13 0.07
C -0.16745 0.90008 -8.30972 -0.05 0.13 0.03
C -6.59343 -3.95160 1.95504 -0.04 0.10 0.09
C -4.32379 0.24754 1.38108 0.07 0.03 0.13
C -0.09820 -2.07887 -6.00573 0.17 -0.01 0.05
C 0.18875 1.51639 3.17553 -1.46 -0.22 -2.08
C 4.16977 1.21984 -0.33793 0.04 -0.38 -1.16
C -1.33016 0.14632 -1.77032 0.13 0.01 -0.34
C 4.31083 5.33214 -0.71309 0.08 -0.06 0.12
C -4.18007 -4.99752 8.00044 -0.04 -0.06 -0.13
C -1.21972 0.57427 -7.25040 -0.03 -0.11 -0.06
C 2.95038 0.26558 -0.52722 -0.11 0.37 0.27
C 0.39675 -0.67622 -5.66936 -0.15 -0.06 0.03
C 6.72466 6.52827 -2.29809 0.07 -0.10 -0.08
C -0.49555 1.25655 0.68327 -1.11 1.17 0.37
C 0.54805 2.22440 -8.06336 0.06 -0.10 -0.07
H -3.84864 0.58767 0.45729 -0.12 -0.04 0.00
H 1.27159 -0.43911 -6.27991 -0.02 0.04 0.02
H -0.34737 -3.92484 0.12299 0.03 0.33 -0.25
H 5.32773 4.02777 -2.08231 0.03 0.01 0.00
H -0.65850 2.62491 -1.05915 -0.34 -0.01 0.14
H 0.69452 -2.81156 -5.84253 -0.06 -0.03 -0.03
H -0.38660 -2.93377 4.57375 0.02 -0.06 0.03
H 2.30053 -2.57100 -0.27563 -0.15 -0.04 0.39
H 5.26320 6.71808 0.67134 0.00 -0.03 0.02
H -6.69950 -1.82377 2.28022 0.00 0.02 -0.03
H 0.38235 -3.30373 -1.36751 -0.23 0.14 0.26
H -1.24726 0.60352 1.16413 0.34 0.16 -0.21
H -3.31450 -5.46651 6.08316 0.03 0.00 0.00
H -7.24936 -4.18695 2.79427 0.03 -0.06 -0.02
H -3.98886 -1.84366 -0.42478 -0.03 0.05 -0.02
H -2.02525 -0.64287 -2.09524 0.25 0.28 0.11
H 4.57400 1.42623 2.16130 0.06 -0.18 -0.38
H 1.73986 2.09794 -0.40874 -0.35 -0.40 0.34
H 7.12781 5.76858 -0.33119 -0.01 -0.04 0.00
H -0.40778 -2.15782 -7.04816 -0.02 0.00 0.03
H -5.03506 -5.66053 7.85930 -0.01 0.04 0.06
H 5.47751 5.56456 -3.80377 0.02 -0.01 -0.03
H 3.45570 4.64479 -0.68289 -0.03 0.02 -0.06
H 3.53572 6.50585 0.93057 0.05 0.01 0.05
H 4.55231 1.45258 -1.34515 -0.09 0.17 0.40
H 5.98471 0.35939 2.24207 -0.21 0.07 -0.45
H 5.73977 3.75652 -0.40442 0.02 0.02 0.00
H 7.63177 4.70210 -1.61789 -0.01 0.01 0.00
H -3.34136 -3.33540 5.29834 0.00 0.01 0.03
H 6.41141 6.93347 -4.39832 0.00 -0.06 -0.04
H -1.71617 -3.17953 3.43188 0.04 -0.04 -0.02
H -3.94138 0.85972 2.20283 -0.05 0.02 0.00
H 1.39168 1.04694 -1.77216 -0.37 0.13 0.47
H -0.87098 -1.59308 0.91356 -0.11 -0.13 -0.31
H -4.50306 -3.98610 7.74659 0.00 0.00 0.04
H -5.39528 0.43518 1.30423 0.02 0.02 0.00
H 4.40107 -0.36419 1.97799 0.09 0.41 -0.02
H -1.96983 1.37115 -7.23738 0.02 -0.01 -0.01
H 1.26234 2.42392 -8.86326 -0.01 0.06 0.04
H -1.73924 -2.08641 -0.57014 0.24 0.13 0.32
H -6.78417 -4.67979 1.16382 0.04 0.00 0.02
H -2.76084 -6.48256 7.39518 0.01 0.02 -0.06
H 0.50688 -0.96481 -1.66462 0.00 0.47 0.33
H -0.95746 -2.61678 7.08128 -0.02 0.01 -0.02
H -0.66237 0.94704 -9.28321 0.02 -0.06 0.03
H -2.94202 -1.34669 1.75406 -0.03 -0.06 0.08
H -4.15348 -3.16135 0.71352 -0.02 0.00 -0.01
H -3.91037 -5.01605 9.05844 -0.01 0.04 -0.01
H 7.67193 7.07385 -2.28790 -0.05 0.01 0.04
H -0.16445 3.05165 -8.03381 0.02 0.00 0.03
H 0.74110 -0.66894 -4.62683 0.06 0.03 -0.01
H -0.94645 -2.35515 -5.37410 -0.03 0.00 -0.06
H -4.47014 -1.53320 2.58512 0.02 -0.05 -0.02
H -0.93938 -5.03974 6.73880 0.01 0.02 0.02
H 4.06315 6.09258 -1.45813 0.01 -0.04 -0.02
H -1.44352 -4.63609 8.36085 -0.02 0.00 -0.01
H -1.23624 -4.48555 4.51365 0.03 0.02 -0.01
H -0.91753 0.57826 -2.70579 0.00 0.11 0.50
H -6.21181 -2.83782 -0.56781 -0.01 0.00 0.02
H -1.75280 -0.33228 -7.55050 0.00 0.01 0.04
H -0.49294 3.07696 1.88079 0.03 -0.45 0.02
H -5.56400 -4.07831 2.29701 -0.01 -0.04 -0.01
H 0.87681 -0.25627 0.76164 0.14 0.14 -0.21
H 1.10251 2.21524 -7.12253 0.00 0.04 -0.01
H 2.93597 -0.40976 0.34465 -0.21 0.27 -0.22
H -2.48946 -1.80780 5.32888 -0.09 -0.02 0.04
H 3.09826 -0.36124 -1.42002 0.11 0.12 0.41
H 1.49318 -2.20947 1.28167 -0.08 -0.43 -0.10
H 0.56720 0.09281 -8.37974 -0.03 -0.02 0.00
H -7.90647 -2.44810 1.17935 0.03 0.05 0.02
H -6.31485 -1.15918 -0.09953 0.03 -0.01 -0.01
H -2.62751 -2.63888 7.59111 0.01 -0.02 0.00
H -1.99668 2.67939 0.19979 0.21 0.04 -0.49
H -0.27382 1.35496 -5.47630 -0.02 0.02 -0.03
H 5.95874 7.24108 -1.97917 0.02 -0.01 0.03
H 3.87060 2.17633 0.13121 0.11 -0.36 0.12
H 4.65931 5.23619 1.42695 0.06 0.03 0.00
H 1.12679 2.51705 1.55335 -0.30 -0.25 0.14
H 7.21804 5.39511 -4.08068 -0.04 -0.02 0.00
H -1.51776 0.16364 -5.16744 -0.01 -0.02 -0.02
```
Forces are in eV/Å.

***

Entry 2:
This record from the Open Molecules 2025 dataset describes 12 unconnected molecules or ions with the total composition C37H80O34S3. The level of theory is the ωB97M-V functional and the def2-TZVPD basis.

The value obtained for the HOMO energy is -0.3641 Eh. The calculation puts the energy relative to the best compared isomer or geometry (same formula, charge and spin) at 0.000 eV. The HOMO-LUMO gap comes out at 10.20 eV. The value obtained for the total energy is -141784.141 eV.

```
154
Properties=species:S:1:pos:R:3:forces:R:3
S -5.09482 -4.16787 4.31521 0.90 -0.36 -0.28
S -5.31418 0.58633 -2.88678 -0.67 -0.77 0.00
S -1.18629 2.60324 2.60231 -1.42 -0.30 -0.50
O -6.67384 0.99201 -2.88378 -0.37 0.10 -0.02
O -3.77887 -3.29068 4.08502 -0.22 -0.24 -0.19
O -5.20833 -0.51394 -1.73998 0.36 0.50 0.25
O -1.08307 -5.45203 -2.84643 -0.30 -0.67 0.28
O -2.27589 -0.46577 -7.21191 -1.01 -0.36 -1.69
O 2.80456 3.68686 5.11520 -0.43 1.34 0.21
O 0.63489 5.98950 -2.70209 -0.06 -0.05 -0.06
O -2.07379 3.70721 1.84788 0.29 0.67 1.05
O 2.93067 1.84225 -4.28975 1.40 0.66 2.30
O -5.58789 -3.78252 5.59178 -0.52 0.27 0.15
O -0.02588 -0.71049 0.55578 -0.36 0.04 0.22
O 1.69314 2.52464 -6.01820 -0.19 1.08 -0.79
O -2.48668 -1.72622 6.38832 -2.20 0.61 -0.26
O -1.57474 -1.42411 -5.30184 -0.38 -0.39 -0.05
O 2.52402 -4.88540 -0.38836 -0.08 0.47 0.17
O 5.78541 1.32656 1.69638 -0.02 1.23 -0.02
O 2.12276 4.64069 -1.68801 1.06 -0.06 -0.03
O -1.31822 0.67044 -5.54878 0.05 0.39 1.54
O 0.70329 -0.20254 -1.53202 -0.01 -0.42 -0.15
O -3.08445 -4.85975 -3.26713 -0.72 -0.24 -0.30
O 3.33886 1.53875 4.93893 0.43 -1.15 -0.50
O -1.04838 -0.68564 5.24632 0.38 0.99 -2.03
O -0.00824 2.40470 1.81589 0.21 -0.30 -0.11
O -1.06592 2.92167 3.98326 0.03 0.50 0.07
O 2.81280 6.52985 -2.49302 0.17 -0.07 0.74
O -4.27840 1.55251 -2.74845 0.57 0.22 0.06
O -0.38340 -2.30311 6.55805 3.10 -2.54 1.77
O -1.69859 -3.34757 -2.37787 0.17 1.51 0.80
O -5.88133 -4.14562 3.11751 -0.16 0.09 0.30
O 4.03932 2.84110 6.62051 0.47 0.66 1.22
O 5.76883 3.27886 0.51703 0.07 0.62 0.44
O 2.11549 0.47521 -5.82957 -0.15 -1.68 -0.37
O 1.94420 0.29895 0.12098 -0.09 0.35 0.32
O 6.94656 3.17851 2.33336 -0.51 0.34 -0.59
C -2.11709 -2.82159 2.38447 1.84 0.40 0.75
C -3.94697 -1.58364 0.07123 -0.31 0.49 -0.92
C -4.38276 -5.78482 4.54192 0.04 0.93 -0.29
C 2.57011 7.84951 -2.99187 -0.04 0.17 0.31
C -4.16847 -3.94400 -3.17852 -0.55 0.00 0.63
C 7.26789 2.52223 3.53776 0.10 -1.33 0.31
C 3.42440 2.59451 5.49538 -1.16 -0.10 -0.26
C 1.75316 5.73843 -2.32623 -0.69 0.12 -0.20
C -3.53203 -2.64464 2.82733 -0.39 0.32 -1.08
C -1.78104 -0.41023 -6.14232 0.59 0.45 1.08
C 4.73356 1.75597 7.21583 0.14 -0.47 -0.45
C 2.33123 1.64323 -5.28125 -1.04 -0.14 -0.96
C 0.16592 -5.39680 -2.17209 1.03 0.17 0.14
C 4.74519 2.90363 -0.41073 -0.07 -0.39 -0.08
C -3.10311 4.34229 -0.26953 -0.47 1.14 0.77
C 1.24920 3.51647 -1.59555 -0.66 0.27 -0.31
C -2.08728 -2.68860 -5.74275 1.14 -0.33 -0.08
C -0.53838 -0.59496 -2.13838 -0.13 1.54 -0.85
C 2.31212 -0.64089 -4.93972 0.52 -0.04 -0.41
C -5.02395 -0.37868 -4.33979 0.19 -0.33 -0.26
C 4.30677 -3.33323 -0.57127 -0.12 1.13 -0.78
C 2.37730 0.40818 1.50964 0.41 -0.35 -1.00
C -1.63096 1.95407 -6.04730 0.92 0.54 -1.92
C -2.84696 -2.51628 7.49776 0.34 -0.34 0.31
C -1.22930 -1.64510 6.10112 -1.25 0.85 -0.32
C 3.34509 -4.25350 -1.34780 1.37 -0.68 -0.63
C 1.69682 3.89725 -5.61484 -0.64 0.03 -0.03
C -2.38419 1.26195 2.48729 1.10 0.53 0.62
C -1.88047 3.82524 0.44716 0.28 -1.04 -1.83
C -1.93567 -4.44218 -2.77112 0.53 -1.24 -0.21
C -3.87512 -0.84405 -1.26146 0.25 -0.69 0.10
C 4.06528 -3.67584 0.88526 -0.80 -0.53 0.94
C 2.60170 -4.10723 0.84394 -0.48 -0.08 -1.42
C 0.78270 -0.23428 -0.20018 0.26 -0.34 -0.01
C 6.10719 2.49065 1.54160 0.02 -1.00 -0.66
C 0.31837 -0.44590 4.90714 0.85 1.44 1.39
C 2.13376 3.64629 3.86290 0.59 -0.16 -0.82
H -1.02652 4.44465 0.17043 0.01 0.19 0.61
H -3.26514 0.04949 -1.11727 -0.21 0.05 -0.39
H -1.78992 0.35398 2.56751 -0.32 -0.28 -0.35
H -3.80180 -1.58370 2.89794 0.19 -0.19 0.47
H -2.99716 1.39100 3.37478 -0.10 -0.07 -0.01
H -1.55173 -3.04050 -6.62560 -0.09 0.24 -0.14
H 2.91605 3.70189 3.09913 -0.25 -0.19 -0.20
H -1.62849 2.83395 0.04660 -0.09 0.01 0.09
H 6.35548 2.15464 4.00885 0.01 0.27 0.26
H -5.60598 -1.29856 -4.36152 -0.21 0.13 0.41
H -5.20002 -6.42733 4.84440 0.05 -0.22 0.05
H 4.06981 0.92696 7.45683 -0.12 0.03 -0.14
H 4.57915 -4.55610 1.28045 0.59 0.19 -0.46
H -3.14960 -2.68844 -5.96076 -0.14 0.18 0.20
H 0.79078 3.27498 -2.55642 0.15 0.14 -0.07
H 3.84942 2.54599 0.09723 0.24 -0.26 0.06
H 7.85004 3.17658 4.17081 -0.16 0.38 -0.04
H -0.95626 0.36083 -2.49512 -0.47 -0.27 0.44
H -3.43086 -1.50370 -2.01611 0.16 0.27 0.12
H -3.91466 -2.40546 7.61600 -0.14 -0.03 0.02
H -4.16364 -3.01415 2.00989 -0.21 -0.35 0.75
H 2.00274 -1.52076 -5.49640 -0.39 0.08 0.07
H 2.17706 -4.81269 1.55208 0.40 0.35 0.62
H 1.85951 8.44423 -2.41043 -0.42 -0.66 -0.01
H 2.24131 7.74415 -4.02111 0.14 0.48 -0.11
H 3.49594 8.39745 -2.82935 0.25 -0.31 -0.63
H -2.57604 -3.55582 7.32698 -0.08 -0.10 0.02
H -4.79731 -2.26468 0.09672 0.02 -0.02 -0.02
H 0.73994 0.14534 5.73245 -0.10 0.14 -0.15
H -1.37909 -2.47069 3.12218 -0.39 -0.01 0.20
H -3.63711 -5.63460 5.31694 -0.02 -0.31 0.12
H 5.35356 -3.29846 -0.87724 0.00 -0.82 -0.01
H -3.91581 -6.08027 3.60793 -0.06 -0.20 -0.02
H 1.74443 -0.46851 -4.03028 -0.01 -0.22 0.08
H -3.08477 4.17984 -1.34233 0.22 -0.32 -0.03
H -5.34048 0.20169 -5.20347 0.28 0.23 0.02
H 1.61178 0.56088 2.25426 -0.45 0.09 -0.31
H 7.86165 1.62390 3.34602 0.06 0.10 -0.13
H 1.02011 -1.27670 4.89328 -0.72 -0.54 -0.63
H 1.49232 4.51006 3.73384 0.03 0.17 0.53
H 0.33790 0.21468 4.05139 -0.08 -0.32 -0.38
H -1.78730 -3.34043 -4.93223 -0.46 -0.21 0.01
H -2.96867 1.42594 1.59463 0.06 -0.43 -0.35
H -0.67856 2.36072 -6.40103 -0.11 0.14 0.18
H -3.13554 5.42848 -0.12932 -0.17 -0.07 -0.03
H -3.01819 -2.14049 0.18878 -0.27 0.09 -0.16
H 4.43313 3.78387 -0.96660 0.38 0.22 0.16
H -1.86476 -2.20003 1.52367 -0.17 -0.25 0.08
H 5.13410 2.17139 -1.12027 -0.16 -0.14 0.19
H 0.69949 4.11260 -5.22343 0.12 0.07 0.15
H -1.80569 -3.84803 2.19145 -0.42 -0.15 -0.20
H 2.93203 -0.50571 1.71828 0.14 0.17 0.20
H 4.23609 -2.85421 1.57810 0.03 0.10 -0.06
H -2.30178 -2.15558 8.36815 -0.12 -0.08 0.18
H -1.19251 -1.13333 -1.47484 0.06 -0.11 0.19
H 1.81770 4.48737 -6.51900 0.27 0.04 0.04
H 0.19800 -5.51365 -1.08666 -0.98 0.06 -0.02
H 1.86044 2.67931 -1.28302 0.00 -0.02 0.18
H 0.69083 -4.46335 -2.35976 -0.05 0.01 -0.30
H -3.96863 -0.65121 -4.37865 0.04 0.24 -0.10
H 2.44031 4.12417 -4.85652 0.18 -0.15 -0.10
H 0.44755 3.74214 -0.89368 0.21 -0.21 0.08
H 1.96301 -3.21639 0.74787 -0.15 -0.17 0.12
H -4.44115 -3.75436 -2.13470 0.29 0.01 -0.02
H -2.23632 1.88186 -6.95249 -0.31 -0.08 0.28
H 3.36935 -0.79441 -4.71166 -0.06 0.34 0.13
H 5.47397 1.42617 6.48826 0.19 -0.27 0.30
H 5.18684 2.10972 8.13141 0.11 0.26 -0.02
H 0.72421 -6.25151 -2.54392 0.10 0.17 -0.27
H 2.78481 -3.75289 -2.14747 -0.23 0.35 0.44
H -4.03911 -0.85591 0.87392 -0.09 -0.11 0.12
H -4.03802 3.96042 0.14332 0.11 -0.26 -0.08
H 4.01525 -2.30909 -0.84828 -0.23 0.04 0.79
H 1.53999 2.75172 3.73625 0.08 -0.15 0.12
H 3.03165 1.26563 1.41441 0.22 -0.13 0.71
H -5.03020 -4.44147 -3.61279 0.13 0.03 -0.34
H -3.95476 -2.98991 -3.64993 0.09 -0.06 -0.21
H -0.39030 -1.11436 -3.08286 0.52 -0.49 0.40
H -2.05425 2.65264 -5.33382 -0.21 -0.54 0.49
H 3.93280 -5.00393 -1.89783 -0.26 -0.24 0.30
```
Forces are in eV/Å.